No. 1
ORCA calculation (ωB97M-V/def2-TZVPD) on the ion C5H10NO3 with charge +1.

Its structure (SMILES) is COC(=O)[C@H](O)C(C)=[NH2+]. The strongest force on any atom is 0.0927 Eh/bohr. The LUMO energy is -4.867 eV. The calculated total energy is -12970.9243 eV. The charge is +1. The calculation puts the HOMO-LUMO gap at 9.81 eV.

```
19
C5H10NO3, DFT ωB97M-V/def2-TZVPD
C -0.13 -1.34 -0.23
C 0.70 1.31 -0.52
C 0.95 -0.28 0.22
C 1.17 2.36 0.35
C -1.93 -2.67 0.44
N 0.08 1.77 -1.64
O -0.34 -1.50 -1.40
O 0.99 -0.17 1.64
O -0.73 -1.83 0.81
H 1.94 -0.58 -0.07
H 2.07 2.68 -0.22
H 1.36 2.01 1.34
H 0.72 3.41 0.35
H -2.83 -2.35 1.15
H -1.75 -3.70 0.53
H -2.29 -2.53 -0.67
H -0.38 1.17 -2.31
H 0.16 2.73 -1.85
H 0.25 -0.49 2.09
```

---

No. 2
ORCA calculation (ωB97M-V/def2-TZVPD) on an isolated molecule of C20H25N7O2.

Its structure (SMILES) is CC(=O)NC[C@H]1CCCN(c2nc3nonc3nc2N(C)Cc2ccccc2)C1. The strongest force on any atom is 0.0359 Eh/bohr. The LUMO energy is -0.422 eV. The calculated total energy is -35669.9075 eV. The calculation puts the HOMO-LUMO gap at 8.14 eV.

```
54
C20H25N7O2, DFT ωB97M-V/def2-TZVPD
C -1.42 3.04 2.82
C 0.04 2.65 2.79
O 0.95 3.40 3.07
N 0.25 1.35 2.44
H -0.53 0.78 2.15
C 1.59 0.83 2.27
C 1.98 0.64 0.80
C 3.45 0.97 0.54
C 3.76 0.77 -0.94
C 3.39 -0.64 -1.37
N 2.01 -0.96 -1.07
C 1.06 -0.64 -2.00
N 1.44 0.05 -3.05
C 0.44 0.51 -3.83
N 0.48 1.27 -4.90
O -0.80 1.58 -5.16
N -1.67 1.04 -4.29
C -0.94 0.35 -3.45
N -1.32 -0.50 -2.47
C -0.33 -1.09 -1.84
N -0.66 -2.13 -1.02
C -2.09 -2.37 -0.82
C -2.65 -1.34 0.12
C -2.27 -1.35 1.46
C -2.78 -0.42 2.34
C -3.68 0.54 1.90
C -4.04 0.57 0.56
C -3.53 -0.36 -0.32
H -3.81 -0.33 -1.37
H -4.74 1.32 0.21
H -4.09 1.26 2.59
H -2.49 -0.44 3.38
H -1.58 -2.10 1.81
H -2.61 -2.31 -1.78
H -2.20 -3.37 -0.40
C 0.20 -3.28 -0.85
H 0.20 -3.59 0.20
H 1.21 -3.05 -1.15
H -0.17 -4.12 -1.45
C 1.69 -0.80 0.34
H 0.65 -1.04 0.52
H 2.32 -1.49 0.91
H 3.54 -0.77 -2.44
H 4.01 -1.37 -0.83
H 4.82 0.95 -1.13
H 3.19 1.48 -1.54
H 3.65 2.00 0.83
H 4.08 0.32 1.14
H 1.36 1.32 0.19
H 1.69 -0.11 2.82
H 2.25 1.58 2.73
H -1.92 2.50 3.62
H -1.50 4.11 3.01
H -1.90 2.80 1.88
```

---

No. 3
ORCA calculation (ωB97M-V/def2-TZVPD) on a cluster of 7 separate species, C43H53ClO14S in total.

Its structure (SMILES) is CCC[C@H](C)c1cc(Cl)c(S)c2c1C(=O)c1ccccc1C2=O.O=C1CCCO1.O=C1CCCO1.O=C1CCCO1.O=C1CCCO1.O=C1CCCO1.O=C1CCCO1. The strongest force on any atom is 0.0208 Eh/bohr. The LUMO energy is -0.330 eV. The calculated total energy is -97475.4822 eV. The calculation puts the HOMO-LUMO gap at 8.34 eV.

```
112
C43H53ClO14S, DFT ωB97M-V/def2-TZVPD
C 1.84 -2.48 -1.02
C 0.89 -1.42 -0.43
C -0.46 -2.05 -0.10
C -1.62 -1.09 0.20
C -2.98 -1.83 0.15
C -1.71 0.20 -0.58
C -1.95 1.33 0.19
C -2.12 2.58 -0.37
Cl -2.41 3.93 0.68
C -2.06 2.78 -1.75
S -2.22 4.40 -2.46
C -1.84 1.65 -2.54
C -1.65 0.38 -1.96
C -1.40 -0.75 -2.89
O -1.86 -1.85 -2.77
C -0.55 -0.41 -4.07
C 0.38 -1.29 -4.61
C 1.10 -0.88 -5.73
C 0.90 0.36 -6.31
C -0.05 1.23 -5.78
C -0.75 0.84 -4.65
C -1.76 1.73 -4.04
O -2.46 2.43 -4.71
H 1.33 -2.98 -1.84
H 2.11 -3.22 -0.28
H 2.71 -2.00 -1.45
H 1.39 -1.09 0.48
H 0.83 -0.61 -1.14
H -0.31 -2.60 0.83
H -0.71 -2.80 -0.84
H -1.49 -0.79 1.23
H -3.71 -1.25 -0.40
H -2.84 -2.79 -0.34
H -3.35 -2.00 1.15
H -2.04 1.25 1.26
H -3.49 4.72 -2.15
H 0.53 -2.26 -4.19
H 1.85 -1.53 -6.17
H 1.46 0.68 -7.17
H -0.23 2.20 -6.22
O -1.72 -1.85 3.41
C -1.08 -0.98 3.93
O -1.49 0.30 3.96
C -0.46 1.14 4.53
C 0.41 0.20 5.35
C 0.29 -1.10 4.56
H 0.09 1.60 3.71
H -0.93 1.92 5.12
H 1.43 0.56 5.47
H -0.02 0.07 6.34
H 1.04 -1.17 3.77
H 0.35 -1.99 5.19
O -4.97 0.06 1.72
C -5.83 0.23 0.91
O -5.62 0.94 -0.23
C -6.85 1.06 -0.97
C -7.71 -0.11 -0.50
C -7.26 -0.27 0.95
H -7.30 2.02 -0.74
H -6.62 1.02 -2.03
H -8.77 0.07 -0.63
H -7.45 -1.01 -1.07
H -7.83 0.36 1.63
H -7.29 -1.30 1.29
O 4.07 4.61 -3.75
C 3.07 5.26 -3.85
O 3.07 6.61 -3.76
C 1.72 7.11 -3.83
C 0.93 6.02 -4.53
C 1.66 4.76 -4.08
H 1.37 7.29 -2.81
H 1.73 8.05 -4.37
H -0.13 6.03 -4.28
H 1.02 6.13 -5.61
H 1.27 4.38 -3.13
H 1.64 3.97 -4.83
O 3.70 0.16 -0.85
C 4.86 0.07 -1.12
O 5.62 -0.93 -0.58
C 7.00 -0.73 -0.94
C 6.97 0.13 -2.20
C 5.71 0.97 -1.98
H 7.49 -0.22 -0.11
H 7.47 -1.70 -1.10
H 7.88 0.72 -2.34
H 6.84 -0.50 -3.08
H 5.92 1.88 -1.41
H 5.19 1.24 -2.89
O 3.12 -0.19 4.16
C 4.30 -0.28 3.96
O 5.05 -1.26 4.52
C 6.44 -1.07 4.19
C 6.43 -0.22 2.93
C 5.17 0.62 3.11
H 6.93 -0.56 5.03
H 6.91 -2.04 4.05
H 7.34 0.36 2.80
H 6.32 -0.86 2.05
H 5.37 1.54 3.67
H 4.68 0.86 2.18
O -5.58 -6.85 3.03
C -4.91 -6.03 3.58
O -5.28 -4.73 3.70
C -4.23 -3.96 4.31
C -3.39 -4.98 5.08
C -3.54 -6.23 4.21
H -3.65 -3.47 3.53
H -4.67 -3.21 4.96
H -2.36 -4.66 5.23
H -3.83 -5.16 6.06
H -2.80 -6.27 3.42
H -3.52 -7.15 4.79
```

---

No. 4
ORCA calculation (ωB97M-V/def2-TZVPD) on a structure of composition C8H14Br2N2O.

The strongest force on any atom is 0.1284 Eh/bohr. The LUMO energy is 0.236 eV. The calculated total energy is -153630.0826 eV. The calculation puts the HOMO-LUMO gap at 8.89 eV.

```
27
C8H14Br2N2O, DFT ωB97M-V/def2-TZVPD
C -0.21 -1.42 0.29
C -0.41 -0.66 -0.93
C 0.24 0.64 1.04
C 0.80 -1.06 -1.91
C -1.83 -0.64 -1.60
C -0.70 1.31 2.08
C 1.62 1.18 1.32
C -0.09 -3.56 0.54
N -0.18 0.69 -0.37
N 0.22 -0.87 1.36
O 0.57 -1.31 2.48
Br -1.48 -4.40 -0.40
Br 1.65 -4.04 -0.22
H 0.99 -0.11 -2.38
H 0.56 -1.84 -2.49
H 1.75 -1.34 -1.29
H -1.87 0.33 -2.03
H -2.43 -0.90 -0.73
H -1.95 -1.48 -2.29
H -1.63 0.76 2.32
H -1.15 2.13 1.72
H -0.18 1.49 3.05
H 2.30 0.47 1.10
H 1.87 1.49 2.33
H 1.70 1.97 0.66
H 0.00 -3.66 1.59
H 0.49 1.13 -0.96
```

---

No. 5
ORCA calculation (ωB97M-V/def2-TZVPD) on a cluster of 2 separate species, C19H20BClFO3S in total.

The strongest force on any atom is 0.0250 Eh/bohr. The LUMO energy is -4.823 eV. The calculated total energy is -52915.9624 eV. The charge is +1. The calculation puts the HOMO-LUMO gap at 6.96 eV.

```
46
C19H20BClFO3S, DFT ωB97M-V/def2-TZVPD
C -5.74 -0.93 -1.41
C -4.61 -1.95 -1.30
B -4.02 -2.01 0.13
O -4.68 -1.61 1.22
S -2.22 -2.62 0.51
F -2.45 -3.59 1.74
C -1.70 -3.81 -0.76
Cl -2.96 -5.07 -0.90
C -1.44 -3.11 -2.09
C -0.97 -1.66 -1.97
H -6.01 -0.83 -2.46
H -6.63 -1.24 -0.87
H -5.42 0.05 -1.08
H -3.82 -1.68 -2.00
H -4.94 -2.96 -1.57
H -4.17 -1.35 1.99
H -0.84 -4.32 -0.34
H -2.30 -3.22 -2.73
H -0.64 -3.68 -2.56
H 0.06 -1.60 -1.63
H -0.99 -1.22 -2.96
H -1.61 -1.03 -1.35
C 4.93 2.99 -2.03
C 3.96 2.19 -2.64
C 2.94 1.64 -1.88
C 2.89 1.87 -0.51
C 3.87 2.66 0.10
C 4.88 3.23 -0.67
C 3.85 2.91 1.57
O 4.70 3.59 2.10
C 2.77 2.26 2.37
C 2.77 2.43 3.75
C 1.77 1.86 4.51
C 0.76 1.11 3.90
C 0.77 0.94 2.53
C 1.77 1.51 1.76
C 1.78 1.28 0.28
O 0.90 0.64 -0.25
H 5.72 3.43 -2.62
H 4.01 2.00 -3.70
H 2.19 1.02 -2.34
H 5.63 3.84 -0.19
H 3.55 3.02 4.22
H 1.76 1.99 5.59
H -0.02 0.67 4.50
H -0.01 0.36 2.04
```

---

No. 6
ORCA calculation (ωB97M-V/def2-TZVPD) on an isolated molecule of C2H4BrOP.

Its structure (SMILES) is O=PCCBr. The strongest force on any atom is 0.1109 Eh/bohr. The LUMO energy is -0.920 eV. The calculated total energy is -83515.9804 eV. The calculation puts the HOMO-LUMO gap at 8.33 eV.

```
9
C2H4BrOP, DFT ωB97M-V/def2-TZVPD
C -1.09 -0.41 0.72
C 0.42 0.48 0.12
O -0.27 -2.51 -0.86
P -0.73 -2.27 0.50
Br -0.02 2.27 -0.05
H -1.21 -0.34 1.74
H -1.78 0.09 0.09
H 0.53 -0.06 -0.84
H 1.06 0.36 0.91
```

---

Question: What is the formula in the fourth record?
Answer: C8H14Br2N2O

---

Question: Which value of calculated total energy does entry 5 give?
Answer: -52915.9624 eV

---

Question: Which of these has the highest strongest force on any atom?
Answer: C8H14Br2N2O